Entry 1:
Here is one molecule with the formula C21H18F3N3O3S2 from OMol25. Energies are from the ωB97M-V functional and the def2-TZVPD basis.

Its total energy is -62505.3851 eV. The lowest unoccupied orbital energy comes out at 0.15 eV. Its SMILES is O=C(Nc1cccc(C(F)(F)F)c1)Nc1cc(S(=O)(=O)NC2CC2)ccc1-c1ccsc1. The value obtained for the energy above the lowest of the compared OMol25 structures with the same formula, charge and spin is 11.50 kJ/mol. The spin multiplicity is 1.

Positions of all 50 atoms, in Å:
O -1.1044 -3.2495 -0.9785
C -1.0123 -2.1690 -0.4440
N -2.0838 -1.2890 -0.4767
C -2.1305 0.0667 -0.1785
C -0.9916 0.8629 -0.2766
C -1.0078 2.1683 0.1632
C -2.1589 2.7534 0.6445
C -3.3238 2.0021 0.6459
C -3.3310 0.6681 0.2489
C -4.5918 -0.0820 0.3118
C -5.1359 -0.8023 -0.7143
S -6.6397 -1.5135 -0.2925
C -6.5427 -0.8499 1.2892
C -5.4201 -0.1129 1.4677
H -5.1646 0.3813 2.3873
H -7.3271 -1.0471 1.9921
H -4.7690 -0.9134 -1.7164
H -4.2500 2.4467 0.9778
H -2.1318 3.7701 0.9996
S 0.6002 2.9377 0.2726
O 1.4027 2.0206 1.0367
O 0.4634 4.2937 0.7099
N 1.1363 2.9550 -1.3130
H 1.3714 3.8991 -1.5793
C 2.1142 1.9713 -1.6827
C 1.7004 0.8768 -2.6256
C 2.6366 1.9560 -3.0822
H 3.6774 1.7143 -3.2283
H 2.2511 2.6937 -3.7688
H 2.0903 -0.1168 -2.4625
H 0.6936 0.9044 -3.0134
H 2.7969 1.7151 -0.8803
H -0.0733 0.4899 -0.6966
H -2.9617 -1.7315 -0.7143
N 0.0730 -1.7233 0.2639
C 1.3952 -2.1442 0.1418
C 2.3906 -1.2730 0.5831
C 3.7206 -1.6447 0.4587
C 4.0775 -2.8658 -0.0970
C 3.0784 -3.7202 -0.5317
C 1.7459 -3.3709 -0.4174
H 0.9694 -4.0326 -0.7639
H 3.3427 -4.6722 -0.9650
H 5.1168 -3.1391 -0.1861
C 4.7699 -0.6679 0.9068
F 6.0109 -1.1784 0.8912
F 4.8104 0.4220 0.1108
F 4.5628 -0.2166 2.1521
H 2.1355 -0.3092 1.0039
H -0.0415 -0.8717 0.7974

=====

Entry 2:
Here is C35H27F8N9O2PdS as an isolated structure from OMol25. Energies are from the ωB97M-V functional and the def2-TZVPD basis.

Its total energy is -90293.2346 eV. The lowest unoccupied orbital energy comes out at -0.19 eV. The value obtained for the energy above the lowest of the compared OMol25 structures with the same formula, charge and spin is 0.00 kJ/mol. The spin multiplicity is 1.

Positions of all 83 atoms, in Å:
Pd -0.7845 -1.5613 1.0141
C 4.4242 -0.1394 -0.9613
N 3.2641 -0.3623 -0.1168
C 2.2542 -1.2257 -0.2566
N 1.5020 -1.2167 0.8256
C 2.1223 -0.3070 1.6276
N 3.1974 0.2247 1.1016
C 4.1593 0.4326 -2.3368
C 5.2228 0.3987 -3.2345
C 5.1057 0.9618 -4.4935
C 3.9170 1.5585 -4.8751
C 2.8453 1.5833 -3.9890
C 2.9622 1.0241 -2.7159
C 1.6029 2.2069 -4.4516
N 1.4082 2.8180 -5.5671
N 0.0730 3.1980 -5.5826
C -0.4318 2.7874 -4.4752
O 0.4785 2.1467 -3.6936
C -1.8251 2.8584 -4.0335
C -2.8244 3.0676 -4.9819
C -4.1509 3.0339 -4.5920
C -4.4840 2.7600 -3.2711
C -3.4931 2.5691 -2.3171
C -3.8667 2.2235 -0.8982
N -3.5417 0.8338 -0.5702
C -2.4299 0.1588 -0.8304
N -2.4679 -1.0230 -0.2406
C -3.6653 -1.0034 0.4090
N -4.3487 0.1021 0.2371
C -2.1596 2.6559 -2.7027
H 4.9709 -1.0795 -1.0521
H 5.0514 0.5462 -0.3931
H 2.0928 -1.8261 -1.1378
H 1.7460 -0.0208 2.5960
H 6.1540 -0.0711 -2.9386
H 5.9405 0.9301 -5.1805
H 3.8013 2.0022 -5.8541
H 2.1252 1.0639 -2.0316
H -2.5462 3.2389 -6.0127
H -4.9317 3.1927 -5.3235
H -5.5252 2.6896 -2.9807
H -4.9380 2.3222 -0.7454
H -3.3565 2.8653 -0.1763
H -1.6396 0.5079 -1.4662
H -4.0328 -1.8325 0.9897
H -1.3703 2.5508 -1.9712
F 0.6945 5.8834 1.0115
C 0.2754 4.6428 1.2629
C -0.4120 4.3503 2.4293
F -0.6595 5.3202 3.3102
C -0.8326 3.0590 2.6786
F -1.4801 2.8401 3.8265
C -0.6044 1.9936 1.7988
S -1.1743 0.4073 2.2905
C 0.0705 2.3382 0.6343
F 0.3173 1.4138 -0.3162
C 0.5149 3.6234 0.3657
F 1.1728 3.8780 -0.7712
C 1.1033 -4.6025 0.6693
C -0.4126 -4.4274 0.6646
C -1.0838 -5.5622 -0.1005
O -0.7936 -3.2331 0.0419
H 1.4109 -5.4674 1.2628
H 1.5898 -3.7136 1.0715
H 1.4624 -4.7391 -0.3541
H -0.7749 -4.4654 1.7032
H -0.7912 -5.5183 -1.1513
H -2.1687 -5.4712 -0.0458
H -0.7918 -6.5343 0.3042
F -0.6207 -1.5401 8.0408
C -0.1220 -2.6464 7.4673
F -0.8084 -3.6908 7.9617
F 1.1492 -2.7733 7.8698
C -0.2413 -2.5827 5.9667
C 0.8693 -2.6733 5.1500
C 0.6780 -2.6047 3.7783
N -0.5176 -2.4534 3.2169
C -1.5828 -2.3750 4.0185
C -1.4955 -2.4359 5.3958
H 1.8616 -2.7943 5.5591
H 1.5192 -2.6775 3.1019
H -2.5423 -2.2495 3.5332
H -2.3863 -2.3631 6.0041

=====

Number 1: HOMO -8.769 eV, frontier orbital gap 0.328 Eh. Number 2: HOMO -7.708 eV, frontier orbital gap 0.276 Eh.